DFT (wB97M-V/def2-TZVPD) results for C23H34Cl2N3O3Sr as an isolated structure at a distorted geometry.

Geometry as XYZ:
```
66
Properties=species:S:1:pos:R:3
H 2.88 -0.54 6.17
H 2.65 3.38 2.38
N -1.71 -3.29 -1.92
C 2.38 -1.13 2.85
C -0.56 1.39 -8.40
H -0.57 1.38 -9.48
Cl 1.31 -1.64 -1.14
C 2.89 2.57 1.68
H -3.33 1.07 0.22
H 3.24 3.04 -1.50
C 0.27 -1.20 4.09
C 0.96 -0.94 5.26
H -4.63 3.79 1.72
C 1.67 2.17 0.86
H -3.51 2.17 4.02
H -5.45 2.27 2.15
C -0.46 1.42 -5.60
H 2.90 -1.21 1.89
Cl -2.49 2.47 -1.78
C -0.36 1.51 -4.15
Sr -0.84 0.26 -1.20
H -2.72 -1.62 -2.73
N -3.36 2.14 1.94
H 3.71 2.91 1.04
C -0.76 2.60 -6.32
H -2.81 3.61 3.30
H 4.14 -0.75 4.02
C 1.60 2.12 -0.45
H -0.70 -1.48 1.67
H -0.13 -0.74 -8.24
H -2.40 -2.97 -3.87
H -4.81 2.50 0.50
H -1.62 -4.98 -3.14
C 3.06 -0.87 4.04
C -0.30 0.20 -7.69
H -1.36 -5.26 -1.38
H -0.67 2.46 -3.69
C 2.39 2.34 -1.64
H 3.26 1.74 2.29
C -2.73 1.30 1.12
N 0.30 -1.63 1.73
C -1.98 -2.38 -3.04
H 1.73 2.73 -2.44
O -0.03 0.56 -3.41
C -0.26 0.21 -6.30
C -2.84 2.52 3.24
O -1.58 0.84 1.27
H -0.06 -0.71 -5.73
C -1.79 -2.90 -0.65
C -0.79 2.59 -7.71
C 2.35 -0.76 5.24
H 2.78 1.38 -2.02
H 0.81 -1.70 0.83
H -0.06 -4.54 -2.38
H -1.06 -1.88 -3.40
H -0.99 3.52 -8.25
C -4.65 2.71 1.56
C 0.97 -1.31 2.85
H 0.81 1.91 1.49
C -1.15 -4.60 -2.23
H -1.57 -3.69 0.10
H 0.41 -0.88 6.20
H -1.83 2.11 3.38
H -0.96 3.50 -5.74
H -0.81 -1.34 4.07
O -2.07 -1.73 -0.29
```

Properties
Max |F| (eV/Å): 3.7
HOMO-LUMO gap (spin up / spin down) (eV): 3.94 / 2.68
Calculated total energy (hartree): -2238.02434
HOMO level (spin up / spin down) (eV): -1.95 / -1.15
Charge: -1
Energy relative to the best compared isomer or geometry (same formula, charge and spin) (eV): 0.000

Results of the Löwdin charge analysis, in e, for atoms 1 through 4: 0.079, 0.042, -0.187, -0.041